Entry 1:
ORCA calculation (ωB97M-V/def2-TZVPD) on a structure of composition C6H12FO6Tl in a non-equilibrium geometry.

Its total charge is +2. The value obtained for the energy relative to the best compared isomer or geometry (same formula, charge and spin) is 7.00 kcal/mol.

XYZ file:
```
26
Properties=species:S:1:pos:R:3:nbo_charge:R:1
Tl 3.03743 2.92910 -2.09345 1.000
F 3.94148 -1.15491 -0.24481 -0.154
C 1.59840 -0.76408 4.44548 -0.254
O 0.66167 0.24219 4.69060 -0.361
C 0.72835 1.46238 4.15896 0.982
O 1.55209 1.83516 3.27722 -0.469
O -0.31318 2.14321 4.63794 -0.389
C -0.28162 3.54033 4.52335 -0.281
H 1.44149 -1.13551 3.43280 0.233
H 1.40454 -1.61783 5.09482 0.251
H 2.58433 -0.30636 4.52619 0.224
H 0.54303 4.06441 5.00646 0.222
H -1.19691 3.89531 4.99697 0.234
H -0.32538 3.86589 3.48404 0.209
C -1.62571 -0.76587 -6.42631 -0.253
O -1.34959 -1.81674 -5.52580 -0.368
C -1.12154 -1.46019 -4.20499 0.989
O -0.77687 -0.33088 -3.78550 -0.522
O -1.37127 -2.50065 -3.41307 -0.404
C -1.16809 -2.54294 -1.99144 -0.272
H -2.05724 0.07891 -5.88944 0.218
H -2.23529 -1.32440 -7.13663 0.247
H -0.63071 -0.53613 -6.80750 0.229
H -0.35740 -3.24815 -1.80819 0.232
H -1.92965 -2.94721 -1.32459 0.253
H -0.75237 -1.60507 -1.62311 0.205
```


Entry 2:
ORCA calculation (ωB97M-V/def2-TZVPD) on the molecule C9H14N2 in a non-equilibrium geometry.

Its SMILES is CCc1ncc(C)nc1CC. The value obtained for the energy relative to the best compared isomer or geometry (same formula, charge and spin) is 52.20 kcal/mol.

XYZ file:
```
25
Properties=species:S:1:pos:R:3:nbo_charge:R:1
C -0.46437 2.10548 -2.54789 -0.589
C 0.02424 2.04144 -1.14889 -0.462
C 0.41909 0.58700 -0.78799 0.241
C 2.16458 -0.80928 -0.36699 -0.056
C 1.51619 -1.51144 0.53936 0.133
C 2.04670 -2.71371 1.29078 -0.640
C -0.45928 -0.28323 0.21395 0.234
C -1.78541 0.17565 0.62715 -0.471
C -2.08152 -0.15371 2.08571 -0.611
H -0.38622 3.10602 -2.90783 0.206
H -1.45790 1.76059 -2.58279 0.195
H 0.04422 1.46638 -3.43690 0.214
H 0.89166 2.66182 -1.26282 0.229
H -0.68392 2.57510 -0.48214 0.214
H 3.21911 -0.95660 -0.69866 0.205
H 1.37792 -3.52405 0.80312 0.224
H 1.67540 -2.80045 2.28840 0.237
H 2.98882 -3.06324 1.00470 0.224
H -2.61611 -0.28811 0.00213 0.229
H -1.80676 1.27293 0.27500 0.220
H -3.07031 0.10523 2.50691 0.218
H -1.83431 -1.21664 2.29157 0.239
H -1.41795 0.58654 2.67738 0.203
N 1.57264 0.20965 -1.13917 -0.409
N 0.12349 -1.33338 0.75591 -0.428
```


> Which formula does entry 2 have?

C9H14N2


> energy relative to the best compared isomer or geometry (same formula, charge and spin) of number 1 (C6H12FO6Tl)?

7.00 kcal/mol


> energy relative to the best compared isomer or geometry (same formula, charge and spin) of number 2 (C9H14N2)?

52.20 kcal/mol


> energy relative to the best compared isomer or geometry (same formula, charge and spin) of number 1 (C6H12FO6Tl)?

7.00 kcal/mol